Formula: C34H38AsIrN8O4S
Source: OMol25
Level of theory: the ωB97M-V functional and the def2-TZVPD basis

Its LUMO energy (alpha / beta) is -7.59 / -11.40 eV. Its relative energy (zero: lowest compared OMol25 entry of this formula, charge and spin) is 2.5083 eV. Its spin multiplicity is 6. As for the total charge: +3. For the HOMO energy (alpha / beta), the calculation gives -15.5 / -15.5 eV.

Geometry as XYZ:
```
87
Properties=species:S:1:pos:R:3:mulliken_spin:R:1
Ir -0.381 -0.800 -1.063 2.671
N -6.274 4.398 -0.369 0.378
C -5.290 3.681 -0.919 0.154
C -5.567 2.764 -1.963 0.176
C -4.553 2.011 -2.505 -0.072
C -3.255 2.153 -2.026 0.215
C -2.957 3.033 -0.992 -0.057
C -3.960 3.799 -0.444 0.189
S -2.006 1.094 -2.712 0.029
O -2.083 0.996 -4.126 0.036
O -0.696 1.415 -2.133 0.106
N -2.295 -0.337 -1.971 0.239
C -2.780 -1.521 -2.311 0.026
N -3.935 -1.742 -2.922 0.017
C -4.342 -2.974 -3.113 -0.001
C -3.611 -4.071 -2.663 0.012
C -2.402 -3.776 -2.044 0.020
N -1.988 -2.536 -1.879 0.134
H -7.214 4.339 -0.730 -0.014
H -6.083 5.095 0.336 -0.014
H -6.576 2.668 -2.330 -0.005
H -4.739 1.312 -3.303 0.000
H -1.938 3.109 -0.648 -0.005
H -3.745 4.501 0.346 -0.005
H -5.291 -3.082 -3.625 -0.001
H -3.958 -5.081 -2.784 0.001
H -1.749 -4.562 -1.684 0.004
N 0.204 -2.635 0.481 0.230
C 0.093 -2.016 1.805 -0.038
C 0.029 -3.036 2.944 0.013
C -0.467 -2.490 4.287 0.002
C 0.237 -1.213 4.772 0.000
N -0.320 -0.002 4.182 0.001
C -1.554 0.450 4.416 -0.002
N -2.215 0.104 5.511 0.000
N -2.087 1.323 3.555 0.001
C -1.139 -1.046 1.714 0.011
O -2.173 -1.248 2.313 0.039
O -0.876 -0.012 0.999 0.309
H -0.486 -3.381 0.403 0.005
H 1.128 -3.044 0.337 -0.013
H 0.975 -1.370 1.924 -0.027
H 1.032 -3.450 3.070 0.000
H -0.636 -3.853 2.657 0.001
H -0.317 -3.281 5.021 0.000
H -1.538 -2.298 4.225 0.000
H 1.298 -1.239 4.525 0.000
H 0.159 -1.149 5.859 0.000
H 0.119 0.343 3.340 0.001
H -1.784 -0.441 6.241 0.000
H -3.139 0.465 5.688 0.000
H -1.784 1.301 2.590 0.000
H -3.022 1.664 3.717 0.000
C 2.843 4.212 0.777 -0.001
C 1.537 3.756 0.667 -0.001
C 1.275 2.524 0.087 -0.054
C 2.329 1.743 -0.366 0.003
C 3.641 2.207 -0.276 0.000
C 3.895 3.433 0.316 0.002
As 2.011 -0.053 -1.078 0.194
C 3.297 -1.112 -0.028 0.032
C 3.702 -0.714 1.247 0.002
C 4.627 -1.469 1.951 -0.002
C 5.130 -2.640 1.405 0.008
C 4.711 -3.057 0.150 -0.002
C 3.784 -2.309 -0.557 0.008
C 2.886 0.105 -2.814 -0.030
C 2.092 0.455 -3.904 0.007
C 2.661 0.562 -5.161 0.006
C 4.026 0.363 -5.321 0.005
C 4.818 0.008 -4.235 0.003
C 4.255 -0.103 -2.976 0.008
H 3.042 5.184 1.202 0.000
H 0.724 4.372 1.025 0.000
H 0.264 2.155 -0.024 0.032
H 4.461 1.604 -0.653 0.000
H 4.913 3.781 0.409 0.000
H 3.324 0.212 1.671 0.001
H 4.965 -1.132 2.919 0.000
H 5.845 -3.233 1.954 0.000
H 5.118 -3.960 -0.279 0.000
H 3.454 -2.636 -1.540 -0.002
H 1.030 0.634 -3.768 0.012
H 2.040 0.814 -6.008 0.000
H 4.481 0.507 -6.293 0.000
H 5.876 -0.171 -4.366 0.000
H 4.880 -0.372 -2.130 0.001
```

***

Formula: C34H38BClCrN6O8S2
Source: OMol25
Level of theory: the ωB97M-V functional and the def2-TZVPD basis

Its LUMO energy (alpha / beta) is 2.13 / 2.13 eV. Its relative energy (zero: lowest compared OMol25 entry of this formula, charge and spin) is 0.6496 eV. Its spin multiplicity is 2. As for the total charge: -1. For the HOMO energy (alpha / beta), the calculation gives -4.6 / -4.1 eV.

Geometry as XYZ:
```
91
Properties=species:S:1:pos:R:3:mulliken_spin:R:1
Cr -1.216 0.250 0.935 1.264
S -0.941 2.115 2.610 -0.019
C -1.473 2.939 1.209 0.021
C -1.804 4.307 1.105 -0.005
C -2.095 4.834 -0.126 0.008
C -2.060 4.017 -1.264 -0.003
C -1.773 2.685 -1.087 0.012
N -1.528 2.149 0.113 0.005
H -1.799 4.911 2.001 0.000
H -2.334 5.887 -0.221 0.001
H -2.239 4.412 -2.254 0.000
H -1.702 2.007 -1.928 0.001
N 3.035 2.543 7.134 0.000
C 2.853 1.810 5.952 0.000
C 3.033 0.428 5.944 0.000
C 2.875 -0.292 4.771 0.000
C 2.550 0.369 3.597 0.000
C 2.382 1.747 3.590 0.001
C 2.534 2.463 4.762 -0.001
S 2.292 -0.533 2.100 0.002
O 2.890 -1.831 2.272 -0.002
O 2.754 0.302 1.023 -0.002
N 0.687 -0.629 1.929 -0.038
C -0.078 -1.310 2.805 -0.004
N 0.340 -1.971 3.892 0.002
C -0.604 -2.595 4.584 0.000
C -1.950 -2.589 4.248 0.000
C -2.300 -1.839 3.134 0.000
N -1.377 -1.202 2.439 -0.034
H 2.862 2.008 7.971 0.000
H 2.521 3.410 7.151 0.000
H 3.289 -0.084 6.865 0.000
H 2.990 -1.366 4.751 0.000
H 2.114 2.245 2.668 0.000
H 2.389 3.537 4.762 0.000
H -0.264 -3.129 5.468 0.000
H -2.688 -3.115 4.834 0.000
H -3.324 -1.733 2.797 0.001
O -5.388 1.041 3.167 0.000
Cl -4.962 0.518 1.914 0.001
O -5.652 1.208 0.820 0.000
O -5.271 -0.894 1.808 0.000
O -3.543 0.707 1.739 0.002
C 4.856 -0.309 -5.625 0.000
C 4.963 -0.776 -4.167 0.000
C 4.899 -2.304 -4.155 0.000
C 6.325 -0.354 -3.599 0.000
C 3.845 -0.144 -3.334 0.000
C 3.756 1.248 -3.258 0.000
C 2.785 1.898 -2.497 0.001
C 1.895 1.107 -1.810 0.002
O 0.863 1.466 -0.998 -0.019
B 0.298 0.260 -0.507 -0.090
O 0.978 -0.814 -1.120 -0.024
C 1.966 -0.272 -1.881 -0.005
C 2.922 -0.922 -2.628 -0.002
H 5.648 -0.761 -6.229 0.000
H 4.947 0.775 -5.705 0.000
H 3.892 -0.596 -6.049 0.000
H 5.708 -2.707 -4.768 0.000
H 3.954 -2.668 -4.563 0.000
H 5.013 -2.702 -3.146 0.000
H 7.137 -0.807 -4.177 0.000
H 6.420 -0.670 -2.559 0.000
H 6.450 0.729 -3.630 0.000
H 4.473 1.856 -3.797 0.000
H 2.741 2.978 -2.435 0.000
H 2.945 -2.002 -2.636 0.000
C -6.040 0.330 -2.153 0.000
N -5.073 -0.403 -1.309 0.000
C -5.419 -1.839 -1.204 0.000
C -3.629 -0.070 -1.723 -0.012
C -2.674 -1.206 -1.547 -0.021
C -2.726 -2.218 -2.517 0.000
C -1.997 -3.379 -2.372 0.001
C -1.205 -3.511 -1.232 0.003
C -1.115 -2.477 -0.320 -0.007
C -1.810 -1.249 -0.440 -0.040
H -7.042 0.185 -1.756 0.000
H -5.978 -0.047 -3.173 0.000
H -5.791 1.388 -2.130 0.000
H -5.197 0.004 -0.366 0.000
H -4.683 -2.335 -0.580 0.000
H -5.429 -2.285 -2.196 0.000
H -6.399 -1.903 -0.737 0.000
H -3.361 0.775 -1.095 0.002
H -3.697 0.253 -2.763 0.000
H -3.357 -2.085 -3.394 0.000
H -2.036 -4.158 -3.123 0.000
H -0.623 -4.413 -1.078 -0.001
H -0.419 -2.604 0.501 0.001
```

***

Formula: C34H38BN4P2PdS
Source: OMol25
Level of theory: the ωB97M-V functional and the def2-TZVPD basis

Its LUMO energy (alpha / beta) is 2.47 / 2.47 eV. Its relative energy (zero: lowest compared OMol25 entry of this formula, charge and spin) is 0.0000 eV. Its spin multiplicity is 1. As for the total charge: -1. For the HOMO energy (alpha / beta), the calculation gives -2.2 / -2.2 eV.

Geometry as XYZ:
```
81
Properties=species:S:1:pos:R:3:lowdin_charge:R:1
Pd 2.078 0.395 0.176 0.389
C -5.989 0.386 3.115 -0.410
S -5.537 -0.848 1.840 0.784
C -4.848 0.300 0.605 -0.507
C -3.553 -0.083 -0.110 -0.251
C -2.430 -0.311 0.922 -0.287
N -1.056 -0.392 0.308 -0.393
P -0.383 -2.117 0.088 1.075
C -1.423 -3.142 -1.076 -0.369
C -2.262 -2.567 -2.025 -0.123
C -2.994 -3.382 -2.869 -0.092
C -2.949 -4.769 -2.764 -0.094
C -2.056 -5.347 -1.836 -0.086
C -1.412 -4.517 -0.920 -0.114
C 0.789 -1.804 -1.235 -0.440
C 2.004 -2.571 -1.210 -0.116
C 2.800 -2.629 -2.361 -0.104
C 2.345 -2.186 -3.625 -0.085
C 1.107 -1.502 -3.643 -0.098
C 0.401 -1.239 -2.480 -0.138
P -0.031 1.003 0.474 0.809
C -0.573 2.090 -0.776 -0.402
C 0.176 2.157 -1.962 -0.120
C -0.275 2.978 -3.002 -0.103
C -1.368 3.786 -2.801 -0.117
C -2.086 3.734 -1.594 -0.096
C -1.688 2.905 -0.537 -0.102
C -0.211 1.981 1.990 -0.343
C -0.620 1.437 3.222 -0.084
C -0.452 2.254 4.367 -0.078
C 0.087 3.542 4.298 -0.114
C 0.430 4.091 3.068 -0.094
C 0.369 3.273 1.920 -0.095
H -5.790 1.436 2.804 0.042
H -5.358 0.066 3.987 0.034
H -7.043 0.247 3.397 0.018
H -4.713 1.214 1.168 0.048
H -5.582 0.461 -0.153 0.055
H -3.279 0.677 -0.855 0.106
H -3.687 -1.029 -0.650 0.081
H -2.629 -1.216 1.486 0.084
H -2.405 0.582 1.609 0.094
H -2.365 -1.501 -2.131 0.083
H -3.706 -2.980 -3.576 0.096
H -3.636 -5.378 -3.334 0.091
H -1.980 -6.427 -1.799 0.092
H -0.805 -4.940 -0.083 0.110
H 2.267 -3.076 -0.283 0.094
H 3.788 -3.113 -2.330 0.097
H 2.866 -2.425 -4.560 0.093
H 0.649 -1.120 -4.550 0.095
H -0.450 -0.569 -2.565 0.089
H 1.086 1.527 -2.066 0.054
H 0.172 2.963 -3.991 0.096
H -1.741 4.461 -3.586 0.098
H -2.964 4.344 -1.474 0.085
H -2.252 2.905 0.417 0.117
H -0.939 0.442 3.362 0.089
H -0.900 1.913 5.292 0.096
H 0.227 4.134 5.193 0.090
H 0.706 5.153 3.040 0.098
H 0.752 3.669 0.979 0.099
B 1.771 -1.487 4.431 -0.472
C 1.671 -0.917 2.986 -0.236
N 1.754 -0.476 1.899 -0.092
H 1.350 -0.663 5.233 -0.010
H 1.239 -2.554 4.363 -0.020
H 2.961 -1.664 4.642 -0.009
N 4.028 2.311 -1.271 0.108
C 4.729 1.281 -0.806 -0.416
C 6.129 1.231 -1.154 -0.039
C 6.903 0.172 -0.750 -0.109
C 6.306 -0.767 0.087 -0.103
C 4.953 -0.657 0.399 -0.097
N 4.148 0.385 -0.008 -0.033
H 4.550 2.963 -1.853 0.096
H 3.026 2.379 -1.085 0.044
H 6.564 2.024 -1.764 0.096
H 7.946 0.090 -1.055 0.101
H 6.895 -1.583 0.471 0.086
H 4.399 -1.396 0.919 0.087
```

***

The electronic energy results, record by record, are as follows: -4794.7283, -4574.6522, -2771.0218 a.u..